DFT (ωB97M-V/def2-TZVPD) results for an isolated ion of composition C6H7Br3NO and charge +1 at a distorted geometry.

## Properties
Strongest force on any atom   3.9 eV Å⁻¹
Energy above the lowest of the compared OMol25 structures with the same formula, charge and spin   5.1 kcal/mol
Total energy   -8084.5190 Eh
Molecular weight   348.84 g mol⁻¹
SMILES   CC(C)=[N+]1C(=O)C(Br)(Br)[C@H]1Br

```
! RIJCOSX wB97M-V def2-TZVPD def2/J DEFGRID3
* xyz 1 1
C -0.83960 1.42635 -0.97445
C -0.45393 0.03644 -0.91973
C -0.56743 -0.81877 -2.12872
N 0.09841 -0.37134 0.25383
C 0.37153 -1.56948 0.92333
O 0.55336 -2.70920 0.60527
C 0.83350 -0.51495 2.32419
Br -0.43431 -0.50056 3.86330
Br 2.63855 -1.02889 2.83998
C 0.50773 0.63954 1.36175
Br 2.05725 1.63995 0.69225
H 0.19193 1.99190 -0.89415
H -1.21192 1.80023 -2.01480
H -1.38992 1.77864 -0.10816
H -0.32754 -0.27912 -3.11681
H -0.01605 -1.75419 -2.07280
H -1.65875 -1.05734 -2.17950
H -0.35281 1.29077 1.54521
*
```

Okay, here come the natural (NBO) numbers, in e, for every atom: atom 1 (C): -0.7603, atom 2 (C): 0.5890, atom 3 (C): -0.7186, atom 4 (N): -0.4674, atom 5 (C): 0.7310, atom 6 (O): -0.4122, atom 7 (C): -0.3103, atom 8 (Br): 0.1461, atom 9 (Br): 0.2040, atom 10 (C): -0.1555, atom 11 (Br): 0.1310, atom 12 (H): 0.3214, atom 13 (H): 0.2904, atom 14 (H): 0.2776, atom 15 (H): 0.2969, atom 16 (H): 0.2762, atom 17 (H): 0.2981, atom 18 (H): 0.2626

DFT (ωB97M-V/def2-TZVPD) results for C6H7BrN2 in the gas phase at a distorted geometry.

## Properties
Strongest force on any atom   1.2 eV Å⁻¹
Energy above the lowest of the compared OMol25 structures with the same formula, charge and spin   0.0 kcal/mol
Total energy   -2916.3044 Eh
Molecular weight   187.04 g mol⁻¹
SMILES   C/N=C1/C=NC=C[C@H]1Br

```
! RIJCOSX wB97M-V def2-TZVPD def2/J DEFGRID3
* xyz 0 1
C 0.95217 -2.39033 -0.28902
N 0.98231 -1.10826 -0.90998
C 0.38684 -0.07983 -0.47422
C 0.52525 1.17045 -1.22051
N 0.08101 2.30430 -0.84354
C -0.58311 2.40755 0.36081
C -0.89176 1.35942 1.13520
C -0.56144 -0.00944 0.69124
Br -2.25792 -0.77943 -0.09151
H 1.58716 -2.38402 0.60298
H -0.04970 -2.71524 0.00432
H 1.37348 -3.09927 -1.00165
H 1.05831 1.12122 -2.15958
H -0.84358 3.41814 0.63500
H -1.45067 1.47060 2.05062
H -0.30834 -0.68585 1.50983
*
```

Okay, here come the natural (NBO) numbers, in e, for every atom: atom 1 (C): -0.4623, atom 2 (N): -0.3355, atom 3 (C): 0.1614, atom 4 (C): 0.1149, atom 5 (N): -0.4111, atom 6 (C): -0.0075, atom 7 (C): -0.2410, atom 8 (C): -0.2926, atom 9 (Br): -0.0329, atom 10 (H): 0.2102, atom 11 (H): 0.2044, atom 12 (H): 0.2136, atom 13 (H): 0.2001, atom 14 (H): 0.2050, atom 15 (H): 0.2258, atom 16 (H): 0.2476

DFT (ωB97M-V/def2-TZVPD) results for a 2-piece molecular cluster, C6H7BrO overall at a distorted geometry.

## Properties
Strongest force on any atom   1.2 eV Å⁻¹
Energy above the lowest of the compared OMol25 structures with the same formula, charge and spin   0.0 kcal/mol
Total energy   -2882.0818 Eh
Molecular weight   175.03 g mol⁻¹
SMILES   Brc1ccccc1.O

```
! RIJCOSX wB97M-V def2-TZVPD def2/J DEFGRID3
* xyz 0 1
Br -1.04028 1.17907 2.06110
C -0.79232 0.62341 0.27613
C 0.28572 -0.20276 -0.03757
C 0.46187 -0.60925 -1.36060
C -0.42716 -0.19489 -2.35249
C -1.50024 0.63189 -2.01954
C -1.69098 1.04760 -0.70142
H 0.98058 -0.52408 0.74953
H 1.30870 -1.26004 -1.61550
H -0.28279 -0.51842 -3.39177
H -2.20391 0.96187 -2.79514
H -2.53283 1.69832 -0.43038
O 2.59846 -1.10305 3.52446
H 1.82355 -0.51752 3.68237
H 3.01161 -1.21215 4.41083
*
```

Okay, here come the natural (NBO) numbers, in e, for every atom: atom 1 (Br): 0.0504, atom 2 (C): -0.0783, atom 3 (C): -0.2439, atom 4 (C): -0.1962, atom 5 (C): -0.2169, atom 6 (C): -0.1988, atom 7 (C): -0.2454, atom 8 (H): 0.2358, atom 9 (H): 0.2225, atom 10 (H): 0.2199, atom 11 (H): 0.2203, atom 12 (H): 0.2299, atom 13 (O): -0.9442, atom 14 (H): 0.4736, atom 15 (H): 0.4714

DFT (ωB97M-V/def2-TZVPD) results for C6H7Cl in the gas phase at a distorted geometry.

## Properties
Strongest force on any atom   7.2 eV Å⁻¹
Energy above the lowest of the compared OMol25 structures with the same formula, charge and spin   59.9 kcal/mol
Total energy   -692.8888 Eh
Molecular weight   114.57 g mol⁻¹
SMILES   C=C1CC(C)=C1Cl

```
! RIJCOSX wB97M-V def2-TZVPD def2/J DEFGRID3
* xyz 0 1
C -1.11852 2.32845 0.04994
C -0.54717 1.09796 0.02537
C 0.90908 0.56016 -0.26008
C 0.33984 -0.81747 -0.08838
C 0.85787 -2.16096 0.02548
C -1.06366 -0.24034 0.19318
Cl -2.64967 -0.70919 0.41927
H -0.60230 3.23688 -0.14006
H -2.10820 2.20499 0.38918
H 1.45417 1.01224 0.51920
H 1.37657 0.97208 -1.09038
H 0.50236 -2.64508 0.83401
H 1.95300 -2.00022 0.01154
H 0.69662 -2.83950 -0.88828
*
```

Okay, here come the natural (NBO) numbers, in e, for every atom: atom 1 (C): -0.4496, atom 2 (C): 0.0221, atom 3 (C): -0.4795, atom 4 (C): 0.0951, atom 5 (C): -0.6672, atom 6 (C): -0.1344, atom 7 (Cl): 0.0708, atom 8 (H): 0.2133, atom 9 (H): 0.2083, atom 10 (H): 0.2104, atom 11 (H): 0.2190, atom 12 (H): 0.2328, atom 13 (H): 0.2260, atom 14 (H): 0.2330

DFT (ωB97M-V/def2-TZVPD) results for a 5-piece molecular cluster, C6H7Cl12N overall at a distorted geometry.

## Properties
Strongest force on any atom   1.6 eV Å⁻¹
Energy above the lowest of the compared OMol25 structures with the same formula, charge and spin   16.2 kcal/mol
Total energy   -5809.8258 Eh
Molecular weight   518.57 g mol⁻¹
SMILES   ClC(Cl)Cl.ClC(Cl)Cl.ClC(Cl)Cl.ClC(Cl)Cl.CC#N

```
! RIJCOSX wB97M-V def2-TZVPD def2/J DEFGRID3
* xyz 0 1
Cl 2.59654 -4.94799 2.25399
C 2.58320 -3.64316 3.47431
Cl 4.08201 -3.50297 4.36505
Cl 1.27367 -3.75089 4.60431
H 2.48163 -2.67792 2.97827
Cl -2.67113 1.09844 1.52472
C -1.61854 -0.16763 0.85210
Cl -2.10966 -1.84346 1.29175
Cl 0.04659 0.16138 1.23890
H -1.62853 -0.12126 -0.23687
Cl 0.15251 1.62307 -4.12557
C -0.81880 2.35485 -5.41902
Cl 0.27790 3.51989 -6.28425
Cl -2.22494 3.18614 -4.83671
H -1.14002 1.70694 -6.23458
Cl -6.91933 1.00960 -4.35400
C -6.66187 -0.64143 -3.90737
Cl -7.93234 -0.97129 -2.70042
Cl -5.04491 -0.86184 -3.22479
H -6.81142 -1.38344 -4.69170
C 4.99590 1.26262 3.86088
C 6.03513 2.33220 3.99181
N 6.83762 3.13877 4.14686
H 4.55824 0.97844 4.81786
H 5.44082 0.40555 3.35534
H 4.21975 1.73542 3.25911
*
```

Okay, here come the natural (NBO) numbers, in e, for every atom: atom 1 (Cl): 0.0173, atom 2 (C): -0.3011, atom 3 (Cl): 0.0185, atom 4 (Cl): 0.0399, atom 5 (H): 0.2255, atom 6 (Cl): 0.0263, atom 7 (C): -0.2829, atom 8 (Cl): 0.0074, atom 9 (Cl): 0.0214, atom 10 (H): 0.2280, atom 11 (Cl): 0.0245, atom 12 (C): -0.2784, atom 13 (Cl): -0.0272, atom 14 (Cl): 0.0460, atom 15 (H): 0.2353, atom 16 (Cl): 0.0454, atom 17 (C): -0.2906, atom 18 (Cl): -0.0033, atom 19 (Cl): 0.0129, atom 20 (H): 0.2357, atom 21 (C): -0.7102, atom 22 (C): 0.2828, atom 23 (N): -0.3304, atom 24 (H): 0.2546, atom 25 (H): 0.2526, atom 26 (H): 0.2500

DFT (ωB97M-V/def2-TZVPD) results for C6H7Cl2N in the gas phase at a distorted geometry.

## Properties
Strongest force on any atom   3.2 eV Å⁻¹
Energy above the lowest of the compared OMol25 structures with the same formula, charge and spin   38.6 kcal/mol
Total energy   -1207.8907 Eh
Molecular weight   164.03 g mol⁻¹
SMILES   CC1(C)[C@H](C#N)C1(Cl)Cl

```
! RIJCOSX wB97M-V def2-TZVPD def2/J DEFGRID3
* xyz 0 1
C -0.69777 -0.73861 1.20608
C -0.28449 0.16571 0.07154
C -1.22364 1.28632 -0.34543
C 0.55676 -0.39617 -1.04245
C 0.96348 -1.80134 -0.85561
N 1.31437 -2.88673 -0.85059
C 1.15589 0.62497 0.17241
Cl 2.32628 0.03050 1.28200
Cl 1.70853 2.18521 -0.52440
H -0.85556 -0.05486 2.02714
H 0.11278 -1.44908 1.44335
H -1.41530 -1.39265 0.89076
H -1.65498 1.10089 -1.28952
H -0.61043 2.08678 -0.41939
H -2.02040 1.35753 0.34825
H 0.62449 -0.11847 -2.11415
*
```

Okay, here come the natural (NBO) numbers, in e, for every atom: atom 1 (C): -0.6099, atom 2 (C): -0.0504, atom 3 (C): -0.5999, atom 4 (C): -0.3465, atom 5 (C): 0.2623, atom 6 (N): -0.3154, atom 7 (C): -0.0545, atom 8 (Cl): 0.0737, atom 9 (Cl): 0.0032, atom 10 (H): 0.2297, atom 11 (H): 0.2370, atom 12 (H): 0.2284, atom 13 (H): 0.2167, atom 14 (H): 0.2267, atom 15 (H): 0.2203, atom 16 (H): 0.2785

DFT (ωB97M-V/def2-TZVPD) results for a 2-piece molecular cluster, C6H7Cl2NO3S2 overall at a distorted geometry.

## Properties
Strongest force on any atom   3.6 eV Å⁻¹
Energy above the lowest of the compared OMol25 structures with the same formula, charge and spin   93.5 kcal/mol
Total energy   -2229.8275 Eh
Molecular weight   276.17 g mol⁻¹
SMILES   [O-][N+](O)=C=C1SCCS1.O=CC(Cl)Cl

```
! RIJCOSX wB97M-V def2-TZVPD def2/J DEFGRID3
* xyz 0 1
O -0.29487 1.55325 -1.79897
N -0.44904 0.32227 -1.96098
O -0.64374 -0.02534 -3.26919
C -0.44067 -0.49007 -1.01853
C -0.31834 -1.26102 0.04434
S -1.75970 -1.44440 1.06697
C -1.19597 -3.04760 1.79259
C 0.29148 -2.99625 1.94608
S 1.08741 -2.18179 0.54582
H -0.12780 0.67184 -3.67757
H -1.61241 -3.85975 1.05781
H -1.83280 -3.28210 2.75619
H 0.62902 -2.36828 2.74516
H 0.54096 -4.07087 1.75764
O 1.83445 1.52232 0.00614
C 0.95492 2.32776 0.14807
C 0.91536 3.58105 -0.66936
Cl -0.69136 4.18635 -1.01572
Cl 1.71714 4.88846 0.34311
H 0.10069 2.46860 0.93984
H 1.29526 3.50557 -1.73945
*
```

Okay, here come the natural (NBO) numbers, in e, for every atom: atom 1 (O): -0.5605, atom 2 (N): 0.3334, atom 3 (O): -0.5070, atom 4 (C): 0.1351, atom 5 (C): -0.3654, atom 6 (S): 0.2914, atom 7 (C): -0.5397, atom 8 (C): -0.5783, atom 9 (S): 0.3355, atom 10 (H): 0.4885, atom 11 (H): 0.2306, atom 12 (H): 0.2583, atom 13 (H): 0.2484, atom 14 (H): 0.2610, atom 15 (O): -0.5156, atom 16 (C): 0.4253, atom 17 (C): -0.2981, atom 18 (Cl): 0.0031, atom 19 (Cl): -0.0403, atom 20 (H): 0.1323, atom 21 (H): 0.2618

DFT (ωB97M-V/def2-TZVPD) results for an isolated ion of composition C6H7Cl4N2 and charge +1 at a distorted geometry.

## Properties
Strongest force on any atom   3.8 eV Å⁻¹
Energy above the lowest of the compared OMol25 structures with the same formula, charge and spin   16.3 kcal/mol
Total energy   -2182.7847 Eh
Molecular weight   248.95 g mol⁻¹
SMILES   NC1=CC(Cl)=C(Cl)[C@@]([NH3+])(Cl)[C@@H]1Cl

```
! RIJCOSX wB97M-V def2-TZVPD def2/J DEFGRID3
* xyz 1 1
N -1.20062 2.20841 -0.87741
C -0.44313 1.09077 -0.77454
C 0.90674 1.18542 -1.16696
C 1.85027 0.31230 -0.65696
Cl 3.52673 0.52398 -1.14189
C 1.44870 -0.55923 0.30516
Cl 2.36706 -1.52155 1.42899
C -0.15775 -0.61097 0.82191
N -0.48369 -1.99011 1.09274
Cl -0.17511 0.26216 2.28228
C -1.09023 -0.09868 -0.23375
Cl -1.55001 -1.38571 -1.42491
H -2.00853 2.35120 -0.19904
H -0.73351 3.05131 -1.11628
H 1.17083 1.91405 -1.91399
H -1.20078 -2.27747 1.74145
H 0.54533 -2.35263 1.35343
H -0.85642 -2.24529 0.17735
H -1.91590 0.14206 0.30243
*
```

Okay, here come the natural (NBO) numbers, in e, for every atom: atom 1 (N): -0.7429, atom 2 (C): 0.2600, atom 3 (C): -0.3682, atom 4 (C): 0.0069, atom 5 (Cl): 0.0856, atom 6 (C): -0.1645, atom 7 (Cl): 0.0888, atom 8 (C): 0.0737, atom 9 (N): -0.7643, atom 10 (Cl): 0.0967, atom 11 (C): -0.2762, atom 12 (Cl): 0.0464, atom 13 (H): 0.4104, atom 14 (H): 0.4094, atom 15 (H): 0.2588, atom 16 (H): 0.4518, atom 17 (H): 0.4578, atom 18 (H): 0.4342, atom 19 (H): 0.2356

Copy entry 6 word for word.
DFT (ωB97M-V/def2-TZVPD) results for C6H7Cl2N in the gas phase at a distorted geometry.

## Properties
Strongest force on any atom   3.2 eV Å⁻¹
Energy above the lowest of the compared OMol25 structures with the same formula, charge and spin   38.6 kcal/mol
Total energy   -1207.8907 Eh
Molecular weight   164.03 g mol⁻¹
SMILES   CC1(C)[C@H](C#N)C1(Cl)Cl

```
! RIJCOSX wB97M-V def2-TZVPD def2/J DEFGRID3
* xyz 0 1
C -0.69777 -0.73861 1.20608
C -0.28449 0.16571 0.07154
C -1.22364 1.28632 -0.34543
C 0.55676 -0.39617 -1.04245
C 0.96348 -1.80134 -0.85561
N 1.31437 -2.88673 -0.85059
C 1.15589 0.62497 0.17241
Cl 2.32628 0.03050 1.28200
Cl 1.70853 2.18521 -0.52440
H -0.85556 -0.05486 2.02714
H 0.11278 -1.44908 1.44335
H -1.41530 -1.39265 0.89076
H -1.65498 1.10089 -1.28952
H -0.61043 2.08678 -0.41939
H -2.02040 1.35753 0.34825
H 0.62449 -0.11847 -2.11415
*
```

Okay, here come the natural (NBO) numbers, in e, for every atom: atom 1 (C): -0.6099, atom 2 (C): -0.0504, atom 3 (C): -0.5999, atom 4 (C): -0.3465, atom 5 (C): 0.2623, atom 6 (N): -0.3154, atom 7 (C): -0.0545, atom 8 (Cl): 0.0737, atom 9 (Cl): 0.0032, atom 10 (H): 0.2297, atom 11 (H): 0.2370, atom 12 (H): 0.2284, atom 13 (H): 0.2167, atom 14 (H): 0.2267, atom 15 (H): 0.2203, atom 16 (H): 0.2785